Entry 1:
A single C2H5INP molecule in a non-equilibrium geometry. Source: the OMol25 dataset; level of theory: ωB97M-V/def2-TZVPD.

## Properties
electronic energy = -772.9382 a.u.
HOMO-LUMO gap = 8.324 eV
E_LUMO = -0.41 eV
ΔE to the lowest compared entry with this formula, charge and spin = 35.3 kcal per mole

```
! RIJCOSX wB97M-V def2-TZVPD def2/J DEFGRID3
* xyz 0 1
H -2.405 1.827 -0.109
N -1.633 1.179 -0.313
P -1.865 -0.330 -0.265
C 0.127 -1.085 -0.125
C 0.897 0.176 0.210
I 3.039 -0.123 0.067
H 0.513 -1.671 -0.902
H -0.117 -1.709 0.640
H 0.844 0.619 1.148
H 0.600 1.116 -0.350
*
```

***

Entry 2:
A single C5H10N2 molecule in a non-equilibrium geometry. Source: the OMol25 dataset; level of theory: ωB97M-V/def2-TZVPD.

## Properties
electronic energy = -305.8391 a.u.
HOMO-LUMO gap (spin up / spin down) = 8.342 / 7.653 eV
E_LUMO (spin up / spin down) = 0.36 / -0.08 eV
ΔE to the lowest compared entry with this formula, charge and spin = 115.9 kcal per mole

```
! RIJCOSX wB97M-V def2-TZVPD def2/J DEFGRID3
* xyz 0 1
C 0.176 1.673 -0.324
C 1.296 1.024 -0.486
C -1.079 1.053 0.169
C 2.024 -1.094 0.303
C -1.835 -1.177 -0.086
N 1.176 -0.343 -0.470
N -0.872 -0.280 0.465
H 0.128 2.770 -0.543
H 2.153 1.577 -0.822
H -1.429 1.605 1.138
H -2.012 1.362 -0.546
H 3.009 -0.667 0.432
H 1.505 -1.345 1.299
H 2.241 -2.099 -0.111
H -2.180 -0.907 -1.094
H -1.565 -2.205 0.061
H -2.735 -0.947 0.615
*
```

***

> Among the records above, which one has the highest electronic energy?

C5H10N2